No. 1
Density functional theory data (the ωB97M-V functional and the def2-TZVPD basis) for a 4-piece molecular cluster, C24H61B3N3O6P overall in a non-equilibrium geometry.

Summary:
SMILES string   CCOP(=O)(CCB1OBOBO1)OCC.CCN(CC)CC.CCN(CC)CC.CCN(CC)CC

```
! wB97M-V def2-TZVPD RIJCOSX def2/J DEFGRID3
* xyz 0 1
C -1.009 -1.837 -0.372
C -0.843 -0.502 -1.187
O -1.878 0.417 -0.809
P -1.335 1.986 -0.696
O -0.426 2.245 -1.883
C -0.452 2.369 0.900
C 0.933 1.681 1.019
B 2.087 2.433 0.185
O 3.337 1.774 0.122
B 4.115 2.171 -0.982
O 3.648 3.034 -1.993
B 2.587 3.866 -1.580
O 1.805 3.667 -0.425
O -2.576 3.113 -0.792
C -3.828 2.508 -1.156
C -4.505 1.720 0.024
H -0.791 -2.682 -1.050
H -0.329 -1.827 0.494
H -2.058 -1.955 -0.058
H -0.995 -0.789 -2.244
H 0.175 -0.103 -1.095
H -1.129 2.105 1.738
H -0.375 3.472 0.935
H 1.241 1.774 2.085
H 0.943 0.605 0.785
H 5.204 1.726 -1.093
H 2.312 4.784 -2.280
H -4.517 3.340 -1.400
H -3.749 1.906 -2.080
H -5.357 2.254 0.463
H -4.808 0.731 -0.365
H -3.708 1.550 0.774
C -3.027 5.912 -3.826
C -4.544 6.017 -3.889
N -5.018 7.014 -4.833
C -6.432 7.323 -4.684
C -7.443 6.209 -4.966
C -4.544 6.870 -6.201
C -4.835 5.552 -6.924
H -2.573 6.883 -3.623
H -2.736 5.232 -3.022
H -2.606 5.517 -4.752
H -4.887 6.294 -2.887
H -4.959 5.021 -4.099
H -6.675 8.186 -5.312
H -6.590 7.671 -3.658
H -7.540 6.008 -6.032
H -8.430 6.512 -4.608
H -7.185 5.279 -4.457
H -3.462 7.025 -6.203
H -4.937 7.696 -6.801
H -4.620 4.680 -6.303
H -4.203 5.478 -7.813
H -5.868 5.491 -7.263
C 4.472 -1.290 3.119
C 3.371 -0.715 4.000
N 2.224 -1.595 4.147
C 1.064 -0.939 4.738
C 1.193 -0.436 6.177
C 2.495 -2.934 4.644
C 3.185 -3.076 6.003
H 4.080 -1.585 2.144
H 5.246 -0.538 2.958
H 4.951 -2.158 3.578
H 3.038 0.215 3.528
H 3.803 -0.438 4.971
H 0.201 -1.609 4.673
H 0.801 -0.086 4.102
H 1.174 -1.254 6.896
H 0.348 0.215 6.414
H 2.104 0.145 6.333
H 3.104 -3.455 3.899
H 1.558 -3.498 4.667
H 4.040 -2.406 6.109
H 3.560 -4.097 6.115
H 2.499 -2.898 6.830
C 2.365 -4.524 0.974
C 3.461 -5.549 1.232
N 2.952 -6.837 1.669
C 3.986 -7.717 2.195
C 5.080 -8.190 1.236
C 1.974 -7.465 0.795
C 2.380 -7.735 -0.657
H 1.719 -4.411 1.846
H 2.812 -3.550 0.761
H 1.748 -4.792 0.114
H 4.105 -5.145 2.019
H 4.085 -5.635 0.331
H 3.510 -8.592 2.648
H 4.470 -7.199 3.030
H 4.712 -8.943 0.540
H 5.890 -8.652 1.805
H 5.513 -7.368 0.664
H 1.078 -6.838 0.784
H 1.642 -8.402 1.249
H 2.878 -6.879 -1.116
H 1.488 -7.947 -1.251
H 3.032 -8.603 -0.743
*
```

Löwdin atomic charge list, values in e, 4 entries: atom 1 (C): -0.056, atom 2 (C): -0.274, atom 3 (O): -0.237, atom 4 (P): 0.660

---

No. 2
Density functional theory data (the ωB97M-V functional and the def2-TZVPD basis) for a 7-piece molecular cluster, C24H63ClN3O16 overall in a non-equilibrium geometry.

Summary:
Energy relative to the best compared isomer or geometry (same formula, charge and spin)   3.680 eV

```
! wB97M-V def2-TZVPD RIJCOSX def2/J DEFGRID3
* xyz -1 1
Cl 1.589 1.971 0.868
O 0.832 1.179 -0.050
O 0.760 3.011 1.252
O 1.984 1.227 1.960
O 2.660 2.620 0.177
C -12.676 0.727 -2.084
O -11.402 0.230 -2.175
C -11.031 -0.827 -3.177
C -10.503 -0.144 -4.499
N -9.056 0.236 -4.223
C -8.637 0.906 -5.496
C -7.229 1.540 -5.398
O -7.059 2.194 -4.110
C -5.709 2.808 -3.925
H -13.099 0.278 -1.185
H -13.347 0.386 -2.873
H -12.778 1.811 -2.034
H -11.822 -1.577 -3.137
H -10.227 -1.346 -2.656
H -11.225 0.638 -4.736
H -10.433 -0.743 -5.407
H -8.464 -0.499 -3.863
H -9.369 1.682 -5.721
H -8.736 0.221 -6.338
H -7.112 2.309 -6.161
H -6.458 0.776 -5.499
H -4.995 2.006 -3.735
H -5.580 3.402 -3.020
H -5.456 3.427 -4.786
C 11.861 3.122 -1.986
O 13.178 2.932 -2.400
C 13.496 1.610 -2.929
C 14.900 1.688 -3.493
N 15.777 1.884 -2.310
C 17.035 2.572 -2.743
C 18.181 2.175 -1.717
O 19.492 2.637 -2.019
C 20.155 1.781 -2.993
H 11.400 2.240 -1.541
H 11.191 3.559 -2.726
H 12.036 3.813 -1.161
H 12.814 1.359 -3.742
H 13.440 0.838 -2.162
H 15.157 2.390 -4.286
H 15.177 0.774 -4.020
H 15.417 2.034 -1.378
H 16.936 3.657 -2.792
H 17.374 2.238 -3.723
H 18.314 1.114 -1.505
H 17.827 2.317 -0.696
H 21.155 2.139 -3.235
H 19.452 1.767 -3.826
H 20.134 0.766 -2.597
C -1.497 -4.415 6.397
O -1.921 -5.682 6.808
C -1.295 -6.739 5.986
C -1.794 -6.840 4.526
N -3.208 -7.104 4.515
C -3.481 -8.566 4.414
C -4.900 -9.046 4.096
O -4.717 -10.360 3.674
C -5.583 -10.711 2.665
H -0.544 -3.966 6.677
H -2.190 -3.688 6.819
H -1.541 -4.377 5.308
H -1.427 -7.636 6.591
H -0.230 -6.505 5.979
H -1.166 -7.594 4.052
H -1.627 -5.851 4.099
H -3.578 -6.746 5.384
H -3.173 -9.016 5.358
H -2.803 -8.908 3.632
H -5.303 -8.326 3.384
H -5.599 -8.992 4.931
H -6.283 -11.415 3.115
H -4.987 -11.136 1.857
H -6.122 -9.841 2.289
C -4.023 -3.451 -0.328
C -4.541 -2.876 -1.723
O -5.558 -3.783 -2.143
O -5.051 -3.871 0.498
H -3.524 -2.703 0.289
H -3.354 -4.277 -0.568
H -3.751 -2.783 -2.468
H -4.926 -1.869 -1.563
H -5.822 -4.301 -1.379
H -4.579 -4.301 1.215
C -4.630 2.910 4.106
C -4.937 4.338 4.579
O -6.252 4.926 4.368
O -4.772 3.001 2.631
H -5.394 2.202 4.425
H -3.770 2.516 4.647
H -4.193 4.832 3.954
H -4.575 4.468 5.599
H -6.804 4.675 5.113
H -4.034 3.501 2.274
C 0.932 9.858 0.445
C 0.014 10.030 1.586
O -0.997 10.900 1.312
O 0.098 9.199 -0.533
H 1.814 9.358 0.846
H 1.297 10.760 -0.045
H 0.547 10.374 2.473
H -0.415 9.068 1.866
H -1.327 10.663 0.442
H 0.171 8.244 -0.460
*
```

Löwdin atomic charge list, values in e, 4 entries: atom 1 (Cl): 0.516, atom 2 (O): -0.393, atom 3 (O): -0.385, atom 4 (O): -0.347

---

no.,gap between HOMO and LUMO (eV),lowest unoccupied orbital energy (Ha)
1,8.46,0.01753
2,7.32,0.06928